Record 1
Entry from OMol25: a 2-piece molecular cluster, C5H8NO overall (wB97M-V/def2-TZVPD).

```
15
Properties=species:S:1:pos:R:3:forces:R:3:mulliken_charge:R:1
C 1.496615 1.840122 -0.480535 0.582 -2.158 -0.036 -0.105
C 1.129419 -0.504783 -0.073039 2.076 2.487 1.359 -0.600
C 0.120834 1.763684 -0.822920 -0.709 1.416 -1.504 0.244
C -0.176644 0.021527 0.543776 0.371 -2.981 -0.092 0.228
C -1.153753 -1.125387 0.693055 1.493 0.143 -0.746 -1.492
N 2.013696 0.658410 -0.432762 -0.827 0.034 0.593 -0.244
O -0.695954 0.904062 -0.510557 -0.212 0.849 -0.650 -0.179
H 2.107540 2.675262 -0.621068 0.603 1.368 -0.238 0.455
H 1.874152 -1.059365 0.574301 -1.566 0.120 -0.350 0.325
H 0.948250 -0.998948 -0.973482 -0.240 -1.319 -1.454 0.442
H 0.108244 3.022389 -2.802657 -0.157 -0.624 0.983 0.215
H 0.066395 0.667798 1.353550 -0.279 0.285 1.034 0.437
H -1.208360 -1.696673 -0.235507 -0.537 0.354 0.038 0.353
H -2.025167 -1.011641 1.240598 -2.419 1.360 0.021 0.448
H -0.797145 -1.811619 1.393528 1.821 -1.332 1.043 0.474
```
Positions in Å, forces in eV/Å.

## Properties
- 2S+1: 1
- Total charge: +1
- Energy above the lowest of the compared OMol25 structures with the same formula, charge and spin: 160.4 kcal per mole

---

Record 2
Entry from OMol25: a 7-piece molecular cluster, H14O7 overall (wB97M-V/def2-TZVPD).

```
21
Properties=species:S:1:pos:R:3:forces:R:3:mulliken_charge:R:1
O 1.004129 0.203515 -1.866993 -0.935 -0.607 2.422 -0.640
H 0.727685 -0.434355 -1.129315 0.665 1.264 -1.679 0.336
H 1.313226 -0.331190 -2.581122 0.241 -0.699 -0.642 0.291
O -3.793958 -2.576636 -0.262412 1.114 1.952 -2.729 -0.667
H -3.172789 -2.216153 -1.014030 -1.346 -1.353 2.206 0.341
H -4.612139 -2.128046 -0.558939 0.208 -0.534 0.498 0.331
O -2.526273 2.484093 -0.556328 0.511 -2.515 0.637 -0.616
H -3.185362 2.596948 0.131383 -0.279 0.500 0.116 0.314
H -2.257904 1.528954 -0.350134 -0.180 2.005 -0.744 0.300
O 2.211565 -0.041701 2.821458 0.618 -0.053 1.137 -0.630
H 2.738889 -0.040584 3.663167 -0.931 0.024 -1.205 0.322
H 1.281410 -0.012826 3.084932 0.320 0.016 0.029 0.307
O 1.078683 3.897719 -0.288400 -0.991 -0.706 0.836 -0.645
H 0.785282 2.952105 -0.228867 0.885 1.370 -0.618 0.335
H 1.795082 4.036338 -0.904060 0.106 -0.662 -0.249 0.307
O 3.939195 -2.451207 -1.378723 0.003 0.132 0.984 -0.649
H 3.982324 -2.416091 -0.396247 -0.066 -0.011 -1.046 0.328
H 3.867925 -1.527514 -1.646690 0.027 -0.068 0.084 0.323
O -1.331002 -1.149392 0.956400 -2.241 1.204 -1.086 -0.587
H -1.574142 -1.500551 1.800172 0.372 -0.719 1.117 0.292
H -2.271828 -0.873435 0.704740 1.897 -0.540 -0.067 0.305
```
Positions in Å, forces in eV/Å.

## Properties
- 2S+1: 1
- SMILES string: O.O.O.O.O.O.O
- Total charge: 0
- Energy above the lowest of the compared OMol25 structures with the same formula, charge and spin: 61.7 kcal per mole

---

Record 3
Entry from OMol25: a 2-piece molecular cluster, C26H31BNO2 overall (wB97M-V/def2-TZVPD).

```
61
Properties=species:S:1:pos:R:3:forces:R:3:mulliken_charge:R:1
C 4.244628 4.912512 7.273183 0.259 0.305 -0.397 -0.380
C 3.626340 3.941042 8.278978 -0.160 -0.149 0.341 -0.609
C 3.693526 2.632213 7.552288 0.746 -0.137 -1.271 0.903
C 4.251088 2.871482 6.276622 0.248 -0.731 0.554 0.093
O 4.573044 4.177231 6.053399 -0.428 -0.102 0.523 -0.517
C 4.531008 1.826567 5.386133 -0.160 1.200 0.234 -1.118
C 4.282380 0.525755 5.785352 -0.225 -0.309 0.637 -0.288
C 3.743165 0.254444 7.055591 0.114 0.832 -0.185 0.370
C 2.987063 -1.003763 7.366658 -0.442 -0.629 -0.619 -0.994
C 3.006219 -2.286151 6.558605 -0.207 -0.140 0.360 0.730
C 2.891357 -3.500002 7.248527 0.370 -0.179 -0.083 -0.773
C 2.901251 -4.694879 6.546307 -0.052 0.359 -1.291 0.877
C 2.993116 -4.663180 5.135651 0.199 0.536 0.939 -0.073
O 3.092986 -5.890656 4.565227 -0.115 -0.454 0.826 -0.529
C 3.031704 -6.892538 5.666003 0.079 0.170 -0.735 -0.351
C 2.885094 -6.127112 6.990163 -0.045 -0.116 0.169 -0.588
C 2.965449 -3.447799 4.431291 -0.266 -1.480 0.016 -1.018
C 2.854446 -2.282895 5.157981 0.401 0.566 0.509 -0.732
C 3.431678 1.328421 7.922913 0.094 0.041 -0.598 -0.751
H 3.561712 5.718496 7.000785 0.092 -0.062 -0.040 0.288
H 5.168858 5.345899 7.661616 -0.051 -0.004 -0.183 0.265
H 4.211019 3.888153 9.197126 0.047 0.074 0.040 0.260
H 2.619113 4.251428 8.564592 -0.082 -0.110 -0.089 0.190
H 4.878967 2.080421 4.390422 0.156 -0.183 0.120 0.426
H 4.437141 -0.284248 5.074245 0.084 0.196 0.296 0.706
H 2.877152 -1.185926 8.438920 0.281 -0.085 -0.094 0.515
H 2.769849 -3.510786 8.338528 0.365 0.063 -0.342 0.375
H 2.173275 -7.546278 5.461306 0.306 0.216 -0.024 0.268
H 3.957652 -7.481012 5.630673 -0.288 0.193 -0.135 0.273
H 3.719485 -6.344893 7.665268 -0.186 0.005 -0.037 0.268
H 1.949431 -6.403817 7.489888 0.182 0.098 0.023 0.233
H 3.000152 -3.485693 3.348348 -0.202 0.204 0.069 0.428
H 2.619719 -1.343760 4.643107 0.490 -0.347 0.150 0.644
H 2.855151 1.161056 8.830982 0.317 -0.239 0.117 0.235
C -1.374277 2.908647 13.693398 0.187 -0.166 0.128 -1.497
C -2.224173 2.922577 12.415822 -0.296 0.356 0.296 1.879
C -3.709808 2.813514 12.809659 0.148 -0.032 -0.075 -2.013
C -2.004503 4.248218 11.673323 0.064 0.065 -0.248 -1.505
C -1.822315 1.756673 11.528271 -0.552 0.266 0.517 0.734
C -2.800654 0.806147 11.197565 -0.229 0.039 0.034 -0.689
C -2.465652 -0.246443 10.407811 0.912 -0.023 -0.343 -0.640
N -1.181808 -0.405319 10.010671 0.269 1.411 0.593 0.031
B -1.009139 -1.651347 9.274738 1.887 -0.466 -1.513 0.190
H 2.072179 -0.624754 7.001269 -1.988 0.411 0.284 0.383
C -0.195183 0.524620 10.274167 -1.137 -0.510 0.361 -0.366
C -0.507679 1.616531 11.049906 -0.195 0.000 -0.169 -0.618
H -0.304803 3.014889 13.468016 -0.220 0.000 0.114 0.343
H -1.673033 3.739980 14.346466 0.091 -0.224 -0.202 0.430
H -1.524130 1.968670 14.239560 0.088 0.200 -0.022 0.388
H -4.335859 2.829727 11.903263 0.019 0.087 0.426 0.427
H -3.877666 1.871661 13.356167 -0.141 0.399 -0.071 0.439
H -3.999271 3.654945 13.455595 0.138 -0.291 -0.234 0.394
H -2.607477 4.274950 10.756676 0.144 0.092 0.148 0.386
H -2.309420 5.088048 12.313798 0.108 -0.269 -0.181 0.433
H -0.949218 4.387329 11.402700 -0.243 0.040 0.049 0.339
H -3.842638 0.843738 11.514043 0.517 0.295 -0.020 0.525
H -3.166965 -0.990784 10.034832 -0.010 0.104 0.221 0.485
H -0.305448 -2.491581 9.720951 -0.334 -0.119 0.159 0.035
H -1.320897 -1.569960 8.137195 -0.602 -0.507 0.084 0.046
H 0.791162 0.381343 9.849473 -0.132 -0.324 0.016 0.349
H 0.259730 2.369456 11.272843 -0.413 -0.437 -0.151 0.468
```
Positions in Å, forces in eV/Å.

## Properties
- 2S+1: 1
- Total charge: +1
- Total energy: -1239.1282 a.u.

---

Record 4
Entry from OMol25: one molecule with the formula C13H14N2O3S2 (wB97M-V/def2-TZVPD).

```
34
Properties=species:S:1:pos:R:3:forces:R:3:mulliken_charge:R:1
C 0.678190 3.900475 -1.576871 -0.047 0.038 -0.276 -0.814
O 0.931900 3.668901 -0.210876 0.069 -0.086 0.329 -0.458
C 1.244317 2.419209 0.196817 0.058 -0.179 0.228 0.989
C 1.448866 2.259041 1.571300 -0.061 0.180 -0.193 -0.680
C 1.765014 1.026355 2.092046 -0.021 -0.198 -0.144 -0.304
C 1.856930 -0.088893 1.258196 0.267 0.345 -0.165 -0.642
C 2.214544 -1.404798 1.839571 -0.026 0.035 0.025 0.057
O 3.116617 -1.564184 2.627610 0.021 0.065 0.071 -0.611
N 1.490623 -2.511857 1.407635 0.371 -0.192 0.222 -0.034
C 0.269697 -2.636452 0.791156 -0.550 0.205 -0.194 0.272
S -0.176223 -4.103954 0.186260 -0.042 -0.622 -0.076 -0.408
N -0.524393 -1.556206 0.725239 0.275 0.016 0.397 0.060
C -1.811929 -1.548200 0.092293 0.136 -0.290 -0.178 -0.356
C -1.797221 -1.734170 -1.424062 -0.052 -0.131 0.104 -0.584
C -3.172410 -1.296694 -1.891997 -0.251 0.331 0.172 -0.662
S -3.561356 0.217530 -0.934213 -0.217 0.011 -0.308 -0.154
C -2.442166 -0.183102 0.349809 0.065 -0.141 -0.107 0.399
O -2.170423 0.528490 1.275718 0.081 0.106 0.224 -0.582
C 1.685757 0.075807 -0.113937 0.140 -0.013 0.348 0.071
C 1.382651 1.315235 -0.643926 -0.050 0.251 -0.218 -0.422
H -0.168489 3.305453 -1.933170 0.041 0.003 0.021 0.322
H 1.559626 3.690147 -2.190825 -0.042 -0.005 0.032 0.335
H 0.431085 4.957803 -1.653932 0.016 -0.087 -0.041 0.239
H 1.353460 3.125314 2.205370 -0.022 0.105 0.088 0.456
H 1.929625 0.903695 3.151370 0.027 0.008 0.112 0.420
H 1.917513 -3.400811 1.651857 -0.116 0.189 -0.101 0.281
H -0.294621 -0.724580 1.258760 -0.104 -0.101 -0.087 0.232
H -2.458694 -2.320480 0.541697 0.037 0.129 -0.066 0.276
H -1.598616 -2.771390 -1.690709 0.012 0.109 0.011 0.444
H -1.020222 -1.100844 -1.857030 0.000 0.037 0.008 0.224
H -3.210593 -1.047422 -2.949094 -0.003 -0.045 -0.006 0.418
H -3.934639 -2.041742 -1.665299 0.043 -0.038 -0.087 0.354
H 1.802609 -0.770944 -0.775343 -0.042 -0.080 -0.058 0.437
H 1.262969 1.413269 -1.711420 -0.013 0.043 -0.086 0.426
```
Positions in Å, forces in eV/Å.

## Properties
- 2S+1: 1
- SMILES string: COc1ccc(C(=O)NC(=S)N[C@@H]2CCSC2=O)cc1
- Total charge: 0
- Energy above the lowest of the compared OMol25 structures with the same formula, charge and spin: 11.2 kcal per mole

---

Record 5
Entry from OMol25: a 2-piece molecular cluster, C3H9N3O overall (wB97M-V/def2-TZVPD).

```
16
Properties=species:S:1:pos:R:3:forces:R:3:mulliken_charge:R:1
H -0.037927 -2.449817 0.984107 -0.017 0.174 -0.121 0.262
N -0.210742 -1.838060 1.784328 0.520 0.214 -0.199 -0.649
C -0.320591 -0.616526 1.485985 -1.716 0.669 -1.880 -0.115
C -0.606150 0.059190 -0.009820 -0.678 -1.664 2.311 1.472
C -0.623403 -0.935248 -1.125834 0.368 0.055 -0.085 -1.624
N -1.268888 1.138379 -0.108659 0.290 0.618 -0.323 -0.994
H -1.244277 1.737981 0.714399 -0.195 -0.380 0.334 0.202
H -0.663015 0.034058 2.298457 0.532 0.352 -0.028 0.326
H 0.304162 -1.506643 -1.130608 -0.010 -0.107 -0.094 0.404
H -1.454975 -1.626595 -0.998121 -0.087 -0.018 0.042 0.363
H -0.736131 -0.420305 -2.078351 0.002 -0.016 0.037 0.314
N 1.481663 0.814443 -0.273668 -0.151 0.657 0.987 -0.410
O 1.266190 2.180827 -0.586609 0.431 -0.465 0.152 -0.415
H 2.160394 0.445493 -0.941758 0.132 0.221 0.867 0.222
H 1.644557 0.734091 0.769711 0.668 0.118 -2.064 0.278
H 0.309134 2.248731 -0.783558 -0.089 -0.428 0.064 0.364
```
Positions in Å, forces in eV/Å.

## Properties
- 2S+1: 1
- SMILES string: [H]/N=C\C(C)=N/[H].NO
- Total charge: 0
- Energy above the lowest of the compared OMol25 structures with the same formula, charge and spin: 97.9 kcal per mole

---

Record 6
Entry from OMol25: one molecule with the formula C4H5FS (wB97M-V/def2-TZVPD).

```
11
Properties=species:S:1:pos:R:3:forces:R:3:mulliken_charge:R:1
C 2.213374 -1.161023 -0.309263 -3.479 1.713 0.857 0.092
C 1.193218 -0.514445 -0.084222 2.049 -0.485 -1.274 -0.530
C 0.279581 0.647421 0.042548 -0.121 0.315 4.572 -0.067
F -0.056985 1.297080 -1.035485 0.397 1.480 -3.893 -0.237
C -1.091200 0.345527 0.685966 -2.444 -0.996 1.908 -0.524
S -2.067480 -0.883903 -0.456466 2.713 2.246 -1.743 -0.257
H 2.901451 -1.919724 -0.468615 0.982 -0.746 -0.205 0.472
H 0.885167 1.387124 0.682631 -0.947 -0.940 -0.493 0.214
H -1.948696 1.140566 0.937489 2.735 -0.808 -1.158 0.312
H -0.951758 -0.086581 1.720907 -0.029 -0.203 -1.287 0.338
H -1.356668 -0.252043 -1.715488 -1.855 -1.576 2.717 0.186
```
Positions in Å, forces in eV/Å.

## Properties
- 2S+1: 1
- SMILES string: C#C[C@@H](F)CS
- Total charge: 0
- Energy above the lowest of the compared OMol25 structures with the same formula, charge and spin: 72.4 kcal per mole